# 1
{
  "formula": "C20H28GaNO2S",
  "method": "ωB97M-V/def2-TZVPD",
  "species": ["O", "C", "C", "H", "H", "C", "H", "H", "C", "H", "H", "H", "C", "H", "H", "H", "Ga", "C", "C", "C", "H", "C", "C", "H", "H", "H", "H", "C", "C", "C", "H", "C", "C", "H", "H", "H", "H", "O", "C", "C", "H", "H", "C", "H", "H", "C", "H", "H", "H", "H", "S", "C", "N"],
  "coordinates": [[0.39989, 0.30304, -3.73886], [0.27505, 1.61478, -4.41965], [0.17405, 1.03163, -5.81818], [1.18455, 2.18991, -4.22353], [-0.61846, 2.15994, -4.09895], [0.30766, -0.32275, -5.06529], [1.04417, 1.23815, -6.44878], [-0.80946, 1.15112, -6.28789], [1.57112, -1.04128, -5.48417], [2.42966, -0.37396, -5.42489], [1.42626, -1.34680, -6.52442], [1.74729, -1.92781, -4.87072], [-0.91334, -1.18994, -5.28351], [-1.83080, -0.64734, -5.05821], [-0.86295, -2.10414, -4.68723], [-0.92210, -1.46205, -6.34169], [-0.12161, -0.07531, 2.81882], [-2.68490, -0.62649, 4.62180], [-2.15774, 0.67537, 4.61450], [-1.91007, 1.06253, 3.24829], [-2.01385, 1.32297, 5.48318], [-2.29396, -0.08646, 2.40610], [-2.78385, -1.10157, 3.29811], [-3.24210, -2.04268, 2.98401], [-3.04938, -1.14921, 5.51229], [-1.74949, 2.07765, 2.86919], [-2.46016, -0.02384, 1.32572], [1.37481, -2.11253, 4.79652], [0.31418, -2.52323, 3.97256], [0.57829, -2.05246, 2.61635], [-0.53484, -3.14488, 4.25691], [1.86838, -1.34454, 2.67195], [2.33826, -1.42165, 4.00886], [3.30838, -1.08030, 4.35598], [1.48302, -2.33134, 5.85847], [0.11857, -2.44225, 1.70465], [2.40653, -0.96152, 1.80616], [0.78418, 0.88866, 0.75956], [0.18535, -0.00273, -0.22401], [-0.26534, 0.87209, -1.35210], [-0.67807, -0.57550, 0.19603], [0.95552, -0.72749, -0.55220], [0.60655, 2.11523, -1.22382], [-1.33421, 1.10068, -1.31583], [-0.10473, 0.27460, -2.23856], [0.69060, 2.27558, 0.27379], [0.24419, 2.98137, -1.75391], [1.60818, 1.90459, -1.61252], [-0.23649, 2.73437, 0.67683], [1.58672, 2.79769, 0.64973], [1.06286, 1.50593, 3.96828], [0.81961, 1.10066, 5.57064], [0.68402, 0.86350, 6.72362]],
  "atomic_forces_ev_per_a": [[0.19, 0.27, -3.48], [0.23, 0.25, 0.87], [0.09, -0.64, 0.85], [-0.25, 0.12, 0.00], [0.20, -0.08, 0.21], [0.10, -0.13, -1.20], [-0.52, 0.11, -0.12], [0.52, 0.17, -0.14], [-0.16, -0.16, 0.26], [0.08, -0.05, 0.04], [0.21, -0.06, 0.09], [0.07, 0.03, -0.04], [0.18, -0.12, 0.35], [-0.03, -0.04, 0.09], [-0.10, 0.03, -0.01], [-0.12, -0.06, 0.08], [0.19, -0.37, 0.38], [-0.34, -0.01, -0.52], [0.00, 0.51, -0.95], [-1.08, -0.48, 0.57], [0.11, -0.38, -0.40], [-0.54, -0.13, 0.55], [-0.11, 0.57, -0.27], [0.43, 0.29, 0.13], [0.39, 0.15, -0.42], [0.10, -0.52, 0.27], [0.05, -0.08, 0.48], [-0.14, -0.40, -0.83], [0.48, 0.43, 0.16], [0.06, 0.89, 0.44], [0.24, 0.40, -0.06], [0.88, -1.20, 0.99], [-0.51, -0.50, -1.33], [-0.36, 0.26, -0.03], [-0.17, 0.18, -0.34], [0.19, 0.07, 0.35], [-0.18, -0.04, 0.31], [-0.63, -0.04, 0.65], [-0.22, -0.38, 0.38], [-0.56, -0.28, 0.20], [0.78, 0.39, -0.03], [-0.22, 0.38, 0.29], [0.49, -0.55, -0.14], [0.03, 0.19, 0.33], [-0.31, 0.60, 0.41], [-0.17, -0.26, 0.67], [-0.30, 0.33, 0.01], [-0.01, -0.04, -0.01], [0.53, -0.15, -0.08], [-0.49, -0.21, -0.14], [0.86, 0.83, -0.06], [-0.48, -0.76, 3.33], [0.35, 0.65, -3.14]],
  "lowdin_charge": [-0.145, -0.139, -0.072, 0.121, 0.123, -0.562, 0.116, 0.118, -0.023, 0.089, 0.094, 0.090, -0.021, 0.089, 0.090, 0.093, 0.478, -0.111, -0.134, -0.255, 0.106, -0.217, -0.138, 0.103, 0.110, 0.107, 0.104, -0.114, -0.113, -0.232, 0.105, -0.220, -0.152, 0.105, 0.107, 0.113, 0.104, -0.226, -0.188, -0.177, 0.102, 0.140, -0.156, 0.129, 0.066, -0.142, 0.112, 0.126, 0.131, 0.136, 0.734, -0.778, 0.076],
  "e_tot_ev": -89986.5552,
  "homo_ha": -0.2801,
  "spin_multiplicity": 1,
  "charge": 0,
  "homo_lumo_gap_ev": 7.930
}



# 2
{
  "formula": "C20H28GaNO2S",
  "method": "ωB97M-V/def2-TZVPD",
  "species": ["O", "C", "C", "H", "H", "C", "H", "H", "C", "H", "H", "H", "C", "H", "H", "H", "Ga", "C", "C", "C", "H", "C", "C", "H", "H", "H", "H", "C", "C", "C", "H", "C", "C", "H", "H", "H", "H", "O", "C", "C", "H", "H", "C", "H", "H", "C", "H", "H", "H", "H", "S", "C", "N"],
  "coordinates": [[-4.59363, 2.62061, -4.16519], [-5.75202, 2.15530, -4.91371], [-6.12523, 3.56134, -5.34652], [-6.49269, 1.69167, -4.25196], [-5.46072, 1.47920, -5.72187], [-4.96246, 3.99868, -4.42149], [-7.09844, 3.92433, -5.00094], [-5.93098, 3.74740, -6.40009], [-5.52434, 4.66308, -3.18049], [-6.33002, 4.02034, -2.79183], [-5.95519, 5.63738, -3.45345], [-4.76321, 4.80820, -2.40119], [-3.86406, 4.78048, -5.11302], [-3.28399, 4.11033, -5.75319], [-3.20138, 5.26011, -4.38211], [-4.33010, 5.55582, -5.73414], [-0.97757, -1.07607, -1.44448], [2.40030, -0.08282, -1.02216], [1.81726, -1.33343, -1.20365], [0.92111, -1.28063, -2.38496], [2.06251, -2.24843, -0.66374], [1.02228, 0.12518, -2.85111], [1.92526, 0.80014, -2.03535], [2.27286, 1.82813, -2.17605], [3.13424, 0.18198, -0.25769], [0.77816, -2.12109, -3.06874], [0.52967, 0.51100, -3.74934], [0.62345, 1.15337, 2.32851], [1.13129, 1.86391, 1.20371], [0.02264, 2.25929, 0.40014], [2.16979, 2.09624, 1.00591], [-1.15678, 1.72731, 1.00078], [-0.77959, 1.05752, 2.19640], [-1.46224, 0.55145, 2.88918], [1.22309, 0.75057, 3.14310], [0.07777, 2.83295, -0.51755], [-2.17088, 1.87043, 0.63953], [-3.84284, 3.01755, -1.69539], [-2.54875, 3.05773, -2.30507], [-2.36266, 1.83223, -3.23265], [-1.76988, 3.00357, -1.51965], [-2.39753, 4.01202, -2.84310], [-3.46966, 0.84768, -2.80164], [-1.36294, 1.38658, -3.14296], [-2.55382, 2.15954, -4.26023], [-4.30147, 1.65513, -1.78623], [-3.03882, -0.03163, -2.29905], [-4.06663, 0.51767, -3.64826], [-4.11431, 1.21772, -0.78413], [-5.37753, 1.63060, -2.04196], [0.87416, -2.44397, 2.65305], [0.15327, -2.02523, 1.31607], [-0.44225, -1.72587, 0.30163]],
  "atomic_forces_ev_per_a": [[-1.36, 0.33, -1.20], [0.19, -0.22, 0.26], [0.33, 0.17, 0.17], [0.17, -0.17, -0.08], [-0.08, -0.09, 0.17], [-0.67, 0.57, -0.23], [0.15, -0.08, -0.41], [-0.25, 0.13, -0.03], [0.10, 0.33, 0.21], [0.26, 0.29, 0.10], [0.03, -0.21, 0.01], [-0.43, -0.02, -0.35], [-0.03, 0.13, 0.20], [-0.04, 0.14, 0.00], [-0.05, -0.07, -0.26], [0.22, -0.06, 0.13], [1.01, -0.29, 0.85], [-0.26, -1.54, 0.05], [0.70, 0.34, -0.92], [0.45, 0.51, 1.00], [-0.22, 0.43, -0.08], [1.00, 0.75, 0.04], [-1.06, -0.02, -1.31], [-0.38, -0.38, 0.12], [-0.35, -0.22, -0.28], [0.14, 0.24, 0.17], [0.29, -0.15, 0.44], [-1.10, -0.49, 0.43], [-1.54, 1.59, -2.35], [3.27, -0.46, 0.74], [-0.16, 0.00, 0.06], [-0.33, -0.88, 1.88], [-0.59, 0.12, -0.27], [0.42, 0.28, -0.40], [-0.24, 0.09, -0.24], [0.03, -0.11, 0.19], [0.14, -0.06, 0.06], [0.72, -1.14, -0.68], [0.90, -0.17, 0.37], [-0.23, 0.17, -0.17], [-0.38, 0.19, -0.16], [-0.30, -0.39, 0.30], [0.32, 0.55, 0.35], [-0.22, 0.31, 0.05], [0.44, -0.40, 0.28], [-0.05, -0.36, 0.89], [-0.23, 0.15, -0.19], [0.10, -0.13, 0.08], [-0.52, 0.04, -0.30], [0.53, 0.19, 0.37], [0.38, -0.10, 0.37], [-2.15, 0.85, -2.84], [0.93, -0.68, 2.43]],
  "lowdin_charge": [-0.193, -0.140, -0.073, 0.120, 0.121, -0.550, 0.115, 0.112, -0.017, 0.099, 0.097, 0.081, -0.011, 0.093, 0.076, 0.092, 0.871, -0.103, -0.152, -0.318, 0.103, -0.184, -0.116, 0.108, 0.106, 0.099, 0.094, -0.080, -0.097, -0.098, 0.091, -0.078, -0.129, 0.102, 0.099, 0.082, 0.093, -0.179, -0.167, -0.145, 0.086, 0.110, -0.182, 0.060, 0.099, -0.174, -0.019, 0.102, 0.112, 0.117, 0.643, -0.940, -0.042],
  "e_tot_ev": -89984.2117,
  "homo_ha": [-0.2924, -0.2861],
  "spin_multiplicity": 1,
  "charge": 0,
  "homo_lumo_gap_ev": [5.830, 6.007]
}



# 3
{
  "formula": "C20H28N2O4",
  "method": "ωB97M-V/def2-TZVPD",
  "species": ["C", "N", "C", "C", "C", "C", "C", "C", "C", "C", "O", "O", "C", "C", "C", "O", "C", "O", "C", "C", "H", "H", "H", "H", "H", "H", "H", "H", "H", "H", "H", "H", "H", "H", "H", "H", "H", "C", "C", "C", "N", "C", "C", "H", "H", "H", "H", "H", "H", "H", "H", "H", "H", "H"],
  "coordinates": [[-5.82968, -0.01389, 2.56314], [-4.81168, -0.34654, 1.56576], [-5.21184, -1.33028, 0.55444], [-3.47619, 0.16109, 1.65731], [-2.50291, -0.51447, 2.40781], [-1.21680, -0.05223, 2.45753], [-0.83893, 1.10522, 1.76261], [0.54885, 1.53991, 1.71514], [1.63273, 0.75363, 1.49332], [2.96078, 1.36876, 1.53327], [3.04762, 2.57830, 1.65950], [4.05618, 0.55068, 1.42329], [3.83271, -0.86688, 1.64135], [5.02136, -1.59421, 1.00728], [3.77414, -1.12101, 3.15066], [2.64060, -1.42149, 1.03130], [1.52390, -0.62825, 1.00586], [0.46238, -1.03362, 0.56498], [-1.82761, 1.81068, 1.06513], [-3.10889, 1.34027, 0.99579], [-5.42390, 0.68053, 3.29557], [-6.68446, 0.44950, 2.07775], [-6.15738, -0.91336, 3.07780], [-4.37716, -1.55087, -0.10846], [-5.53038, -2.25222, 1.03605], [-6.03539, -0.93590, -0.03667], [-2.77919, -1.42162, 2.91465], [-0.46265, -0.60439, 2.99038], [0.74095, 2.59774, 1.81209], [5.02589, -1.37384, -0.05694], [5.95730, -1.24259, 1.43411], [4.93412, -2.67056, 1.13885], [2.93852, -0.58357, 3.59283], [3.64078, -2.17946, 3.36164], [4.68534, -0.77629, 3.63369], [-1.54965, 2.70068, 0.52988], [-3.84624, 1.84195, 0.39382], [0.95898, 3.20769, 7.87418], [2.06002, 2.27531, 7.34123], [1.90283, 2.05325, 5.83185], [0.54905, 1.57612, 5.50513], [-0.53617, 2.44923, 5.98249], [-0.43503, 2.68086, 7.49470], [1.04501, 3.32360, 8.96393], [1.09757, 4.21478, 7.45896], [3.05520, 2.68008, 7.57296], [2.00753, 1.30713, 7.85520], [2.09160, 2.98874, 5.29258], [2.64285, 1.33100, 5.46461], [0.44809, 1.38033, 4.50118], [-0.48239, 3.40745, 5.45304], [-1.50466, 2.00495, 5.71979], [-0.63047, 1.73643, 8.01795], [-1.21620, 3.37516, 7.83448]],
  "atomic_forces_ev_per_a": [[0.95, -0.11, -0.63], [0.01, 0.14, -0.08], [0.58, 0.77, 0.69], [-0.34, -0.19, -0.01], [-0.73, 0.22, -0.27], [0.53, 0.52, -0.24], [-0.67, -0.31, 0.13], [0.44, -0.49, -0.35], [-0.22, -0.12, 0.12], [0.21, 1.96, 0.46], [1.00, -1.54, -0.26], [-1.28, -0.12, -0.27], [0.78, -0.71, 0.76], [-0.52, 0.45, -0.21], [-0.18, 0.19, -0.20], [-0.11, 1.39, -0.14], [-1.81, -0.92, -0.38], [1.99, -0.36, 0.19], [1.10, 0.05, 0.30], [-0.79, -0.81, 0.16], [0.02, 0.02, 0.00], [-0.31, 0.11, 0.00], [-0.20, -0.19, 0.23], [0.01, 0.03, 0.02], [-0.12, -0.30, 0.00], [-0.21, -0.04, -0.20], [-0.08, -0.20, 0.16], [0.11, -0.13, 0.21], [0.15, 0.18, 0.16], [0.04, -0.02, -0.12], [-0.05, 0.04, 0.12], [-0.10, 0.04, 0.11], [-0.15, 0.08, 0.07], [0.00, -0.06, -0.13], [0.08, 0.04, -0.09], [0.05, 0.29, -0.15], [-0.19, 0.17, -0.05], [-0.01, -0.11, 0.07], [-0.10, -0.01, -0.02], [-0.42, 0.13, -0.18], [-0.12, -0.61, 0.12], [0.35, -0.07, -0.20], [0.11, -0.03, -0.03], [-0.03, -0.11, -0.22], [-0.02, -0.12, -0.08], [-0.21, 0.01, -0.20], [-0.13, 0.07, -0.10], [0.22, 0.28, 0.10], [-0.21, 0.02, 0.10], [0.10, 0.25, 0.70], [-0.09, 0.35, 0.11], [0.25, -0.06, 0.06], [0.13, 0.03, -0.12], [0.17, -0.06, -0.22]],
  "lowdin_charge": [-0.073, -0.236, -0.069, -0.229, 0.009, -0.040, -0.209, 0.080, -0.044, -0.402, 0.113, 0.090, -0.502, 0.020, 0.025, 0.092, -0.381, 0.130, -0.019, -0.004, 0.085, 0.074, 0.073, 0.087, 0.073, 0.073, 0.119, 0.119, 0.138, 0.095, 0.096, 0.097, 0.081, 0.099, 0.099, 0.116, 0.115, -0.212, -0.196, -0.233, -0.073, -0.234, -0.198, 0.105, 0.109, 0.108, 0.110, 0.111, 0.102, 0.077, 0.108, 0.110, 0.110, 0.107],
  "e_tot_ev": -32363.9025,
  "homo_ha": -0.3008,
  "spin_multiplicity": 1,
  "charge": 0,
  "homo_lumo_gap_ev": 7.379,
  "smiles": "CN(C)c1ccc(C=C2C(=O)OC(C)(C)OC2=O)cc1.C1CCNCC1"
}